H24NO14S | ωB97M-V/def2-TZVPD

CARTESIAN COORDINATES (ANGSTROEM)
1 O 0.792 1.767 4.274
2 O 0.152 1.308 -3.151
3 O -0.635 1.919 2.426
4 H 1.025 -1.681 -3.185
5 H 3.038 -1.167 -0.615
6 H 0.087 -0.236 -1.238
7 H 0.257 0.151 0.535
8 O 2.417 -1.402 0.190
9 O 1.055 -2.793 -1.683
10 H -2.708 2.824 -2.710
11 O -2.021 2.705 -1.993
12 O -0.885 -2.221 2.196
13 O 1.576 -1.054 -3.792
14 O 0.467 3.120 0.336
15 O -2.810 1.050 1.156
16 H -1.213 -0.366 -0.418
17 H 1.500 -2.428 -1.004
18 H 0.938 -3.777 -1.649
19 H -1.157 2.276 -2.406
20 H 0.534 2.291 -3.506
21 N -0.321 0.114 -0.335
22 H -0.506 -2.746 2.888
23 H -3.274 0.605 1.778
24 H 0.914 0.706 -3.149
25 S -0.221 1.080 3.501
26 O -1.414 0.753 4.409
27 O 2.124 -1.533 3.369
28 H -2.459 -1.323 -2.317
29 H -0.501 -1.252 2.348
30 H -0.887 1.077 -0.410
31 H -0.174 2.754 0.975
32 H 2.872 -1.899 0.714
33 H -1.949 -0.699 -3.209
34 H 2.456 -1.061 -3.499
35 O 0.240 -0.136 2.967
36 H 2.766 -1.053 3.824
37 H -2.021 1.229 1.534
38 H 1.302 -0.903 2.980
39 O -2.567 -0.503 -2.500
40 H 1.211 2.500 0.370

Cartesian forces (eV/Å) of the 6 atoms listed first:
1.23 -0.14 0.05
1.51 4.25 -1.50
-1.40 1.93 -3.94
1.94 1.08 -1.16
-1.61 -0.66 2.74
0.31 1.32 1.39

As for the maximum force: 10.6 eV/Å. The total charge is -1. The energy above the lowest of the compared OMol25 structures with the same formula, charge and spin comes out at 591.35 kJ/mol. The calculation puts the LUMO energy at 1.2398 eV. The value obtained for the HOMO-LUMO gap is 5.28 eV.

Results of the Mulliken charge analysis, in e, for atoms 1 through 8:
1. O -0.771
2. O -0.655
3. O -0.870
4. H 0.362
5. H 0.284
6. H -0.035
7. H 0.132
8. O -0.589